Computed, not measured: a structure of composition C34H60N2O2SiTm, with the ωB97M-V functional and the def2-TZVPD basis.

Last column: Löwdin charge in e.
Cartesian coordinates (Å):
O1 0.966 -1.476 -1.408  -0.36
O2 0.903 -0.218 -6.054  -0.21
C1 2.437 -1.748 -1.435  -0.18
C2 2.853 -2.950 -0.620  -0.04
H1 2.890 -0.825 -1.045  0.12
H2 2.694 -1.855 -2.491  0.12
H3 2.633 -2.827 0.448  0.07
H4 3.934 -3.082 -0.714  0.10
H5 2.375 -3.879 -0.961  0.09
C3 0.096 -2.629 -1.694  -0.22
C4 0.346 -3.182 -3.091  -0.04
H6 -0.936 -2.257 -1.599  0.10
H7 0.249 -3.388 -0.912  0.12
H8 0.292 -2.412 -3.875  0.09
H9 -0.428 -3.926 -3.309  0.10
H10 1.314 -3.687 -3.145  0.08
C5 -0.167 0.365 -6.827  -0.27
C6 1.841 -0.972 -6.839  -0.27
C7 -1.475 -0.387 -6.665  -0.07
H11 0.090 0.427 -7.901  0.12
H12 -0.270 1.384 -6.438  0.10
H13 -1.369 -1.428 -6.996  0.07
H14 -2.241 0.104 -7.276  0.08
H15 -1.806 -0.392 -5.618  0.07
C8 1.240 -2.143 -7.600  -0.08
H16 2.581 -1.320 -6.113  0.11
H17 2.354 -0.314 -7.559  0.12
H18 0.626 -2.777 -6.948  0.07
H19 2.057 -2.748 -8.010  0.08
H20 0.614 -1.807 -8.440  0.08
H21 1.409 1.032 -4.180  0.02
N1 -0.882 -0.913 1.689  -0.07
C9 -1.662 -0.230 2.562  -0.31
C10 -2.178 1.056 2.337  -0.02
C11 -2.376 1.705 1.114  -0.30
C12 -2.023 -0.917 3.843  0.01
H22 -1.142 -1.328 4.353  0.10
H23 -2.735 -1.731 3.649  0.09
H24 -2.501 -0.192 4.503  0.09
C13 -3.371 2.832 0.998  0.01
H25 -4.032 2.724 0.128  0.10
H26 -2.882 3.811 0.932  0.09
H27 -4.008 2.847 1.890  0.09
N2 -1.670 1.343 0.025  -0.09
C14 -0.608 -2.317 1.944  -0.23
C15 0.603 -2.721 2.542  -0.24
C16 1.567 -1.715 3.092  -0.04
C17 0.923 -4.080 2.601  -0.04
H28 1.895 -4.379 2.998  0.12
C18 0.000 -5.031 2.159  -0.06
H29 0.251 -6.081 2.197  0.10
C19 -1.241 -4.631 1.650  -0.04
H30 -1.968 -5.364 1.309  0.12
C20 -1.566 -3.278 1.568  -0.23
C21 -2.925 -2.855 1.090  -0.03
C22 -1.873 1.935 -1.275  -0.24
C23 -1.247 3.161 -1.580  -0.22
C24 -0.319 3.821 -0.604  -0.02
C25 -1.552 3.766 -2.797  -0.05
H31 -1.090 4.728 -3.030  0.12
C26 -2.413 3.145 -3.704  -0.06
H32 -2.624 3.632 -4.654  0.11
C27 -2.996 1.911 -3.407  -0.04
H33 -3.662 1.424 -4.125  0.12
C28 -2.741 1.293 -2.183  -0.22
C29 -3.369 -0.020 -1.822  -0.03
Tm1 0.102 0.046 -0.049  1.45
H34 2.324 -1.449 2.338  0.07
H35 2.118 -2.144 3.945  0.10
H36 1.089 -0.789 3.448  0.08
H37 -2.916 -1.862 0.622  0.06
H38 -3.674 -2.833 1.901  0.09
H39 -3.279 -3.575 0.339  0.09
H40 0.069 4.742 -1.059  0.09
H41 0.551 3.199 -0.336  0.04
H42 -0.818 4.109 0.331  0.08
H43 -3.736 -0.049 -0.786  0.08
H44 -2.676 -0.867 -1.960  0.07
H45 -4.232 -0.210 -2.474  0.09
H46 -2.607 1.545 3.209  0.11
C30 1.437 2.128 -3.978  -0.16
Si1 2.806 3.143 -4.836  0.48
H47 0.478 2.537 -4.309  0.01
H48 1.506 2.268 -2.889  0.01
C31 4.438 2.203 -4.913  -0.19
C32 3.136 4.773 -3.921  -0.19
C33 2.430 3.733 -6.603  -0.19
H49 3.288 4.313 -6.988  0.04
H50 1.551 4.396 -6.628  0.03
H51 2.251 2.895 -7.290  0.02
H52 4.860 2.088 -3.904  0.03
H53 5.178 2.739 -5.528  0.04
H54 4.295 1.203 -5.342  0.02
H55 3.171 4.623 -2.832  0.02
H56 2.347 5.509 -4.147  0.03
H57 4.100 5.196 -4.245  0.04
C34 1.699 1.242 1.070  -0.30
H58 2.047 2.172 0.593  -0.03
H59 2.584 0.617 1.253  -0.04
H60 1.290 1.514 2.058  -0.01

Output
E ... -2966.0624 Ha
Multiplicity ... 3
E_HOMO (spin up / spin down) ... -0.39844 / -0.39841 Eh
Total charge ... +1
HOMO-LUMO gap (spin up / spin down) ... 8.596 / 8.615 eV

---

Computed, not measured: a structure of composition C2H6BF4O2Sn, with the ωB97M-V functional and the def2-TZVPD basis.

Last column: Löwdin charge in e.
Cartesian coordinates (Å):
Sn1 16.863 25.730 -12.781  1.86
B1 14.712 27.187 -15.104  -1.56
F1 16.001 27.490 -14.985  0.16
F2 14.466 25.937 -14.691  0.16
F3 13.860 28.023 -14.410  0.15
F4 14.314 27.283 -16.403  0.18
C1 15.612 29.351 -11.204  -0.18
C2 14.438 29.607 -10.229  -0.24
O1 13.282 29.921 -10.929  -0.04
O2 15.358 28.158 -11.905  -0.18
H1 16.583 29.253 -10.718  0.13
H2 15.617 30.111 -11.985  0.14
H3 14.618 30.434 -9.542  0.13
H4 14.195 28.747 -9.605  0.12
H5 12.508 29.622 -10.446  0.10
H6 14.574 28.257 -12.450  0.07

Output
E ... -868.6986 Ha
Multiplicity ... 1
E_HOMO ... -0.49800 Eh
Total charge ... +1
HOMO-LUMO gap ... 4.772 eV
Relative energy (zero: lowest compared OMol25 entry of this formula, charge and spin) ... 0.0 kJ/mol

---

Computed, not measured: a structure of composition C13H17NSV, with the ωB97M-V functional and the def2-TZVPD basis.

Last column: Löwdin charge in e.
Cartesian coordinates (Å):
C1 1.030 0.277 1.415  -0.55
C2 0.269 0.198 -1.636  -0.35
C3 1.114 -1.014 0.456  -0.40
H1 2.001 0.427 1.908  0.09
C4 1.143 -0.873 -2.316  -0.36
H2 -0.546 0.605 -2.258  0.09
H3 0.808 -1.920 1.038  0.09
H4 1.039 -0.983 -3.402  0.09
C5 2.499 -1.175 -0.190  -0.20
H5 2.952 -2.129 0.150  0.11
H6 3.187 -0.402 0.197  0.11
C6 0.660 1.515 0.585  -0.21
H7 1.256 2.350 0.992  0.11
H8 -0.388 1.816 0.738  0.10
C7 0.951 1.372 -0.924  -0.18
H9 2.037 1.365 -1.106  0.11
H10 0.585 2.297 -1.401  0.11
C8 2.509 -1.132 -1.752  -0.24
H11 3.238 -0.371 -2.086  0.10
H12 2.936 -2.077 -2.139  0.10
V1 0.081 -1.489 -0.979  0.73
H13 0.585 1.143 3.243  -0.03
S1 -0.112 -0.055 2.794  0.94
C9 -1.512 -0.237 1.542  -0.44
C10 -2.719 0.214 2.076  -0.10
C11 -3.802 0.432 1.228  -0.06
C12 -3.661 0.106 -0.118  -0.06
C13 -2.464 -0.434 -0.587  -0.11
N1 -1.391 -0.609 0.235  -0.03
H14 -2.753 0.421 3.143  0.10
H15 -4.727 0.849 1.616  0.11
H16 -4.469 0.253 -0.831  0.11
H17 -2.334 -0.742 -1.633  0.11

Output
E ... -1902.1769 Ha
Multiplicity ... 4
E_HOMO (spin up / spin down) ... -0.22629 / -0.26934 Eh
HOMO-LUMO gap (spin up / spin down) ... 6.369 / 7.193 eV
Relative energy (zero: lowest compared OMol25 entry of this formula, charge and spin) ... 543.3 kJ/mol

---

Computed, not measured: an isolated molecule of C5H10OS2, with the ωB97M-V functional and the def2-TZVPD basis.

Last column: Löwdin charge in e.
Cartesian coordinates (Å):
C1 1.393 2.048 0.230  0.04
C2 0.773 1.142 -0.519  -0.14
C3 -0.121 0.025 0.030  -0.70
O1 -0.175 0.034 1.430  -0.06
C4 0.315 -1.348 -0.519  -0.49
S1 1.973 -1.726 0.109  0.79
C5 -1.572 0.331 -0.464  -0.49
S2 -2.827 -0.844 0.114  0.71
H1 2.050 2.797 -0.236  0.07
H2 1.139 2.093 1.278  0.06
H3 0.933 1.092 -1.611  0.12
H4 0.659 -0.394 1.673  0.06
H5 0.312 -1.299 -1.625  0.09
H6 -0.401 -2.113 -0.231  0.06
H7 1.631 -2.909 0.471  -0.17
H8 -1.680 0.448 -1.555  0.09
H9 -1.884 1.290 -0.013  0.08
H10 -2.520 -0.668 1.439  -0.11

Output
E ... -1068.0941 Ha
Multiplicity ... 1
E_HOMO ... -0.33136 Eh
SMILES ... C=CC(O)(CS)CS
HOMO-LUMO gap ... 9.699 eV
Relative energy (zero: lowest compared OMol25 entry of this formula, charge and spin) ... 57.5 kJ/mol

---

Computed, not measured: a cluster of 7 separate species, H14O7 in total, with the ωB97M-V functional and the def2-TZVPD basis.

Last column: Löwdin charge in e.
Cartesian coordinates (Å):
O1 2.064 -1.382 -1.205  -0.08
H1 1.716 -2.279 -1.289  0.01
H2 1.312 -0.846 -0.915  -0.02
O2 -3.718 1.523 1.731  -0.06
H3 -2.784 1.304 1.794  0.02
H4 -3.941 1.868 2.601  0.03
O3 -0.214 0.050 -0.203  -0.06
H5 -0.315 0.991 -0.423  0.01
H6 -1.064 -0.205 0.167  0.05
O4 -1.719 2.182 -1.596  -0.05
H7 -1.480 1.455 -2.181  0.04
H8 -1.228 2.939 -1.929  0.05
O5 0.904 2.627 0.669  -0.05
H9 1.319 1.884 1.123  0.04
H10 1.563 2.915 0.030  0.04
O6 0.121 -3.629 -0.820  -0.04
H11 -0.407 -3.558 -1.622  0.05
H12 -0.483 -3.421 -0.102  0.05
O7 2.714 -1.302 1.744  -0.07
H13 3.478 -1.821 1.478  0.03
H14 2.163 -1.297 0.949  -0.01

Output
E ... -535.0664 Ha
Multiplicity ... 1
E_HOMO ... -0.39962 Eh
SMILES ... O.O.O.O.O.O.O
HOMO-LUMO gap ... 11.021 eV
Relative energy (zero: lowest compared OMol25 entry of this formula, charge and spin) ... 150.7 kJ/mol

---

Computed, not measured: a cluster of 8 separate species, C48H120N8O16 in total, with the ωB97M-V functional and the def2-TZVPD basis.

Last column: Löwdin charge in e.
Cartesian coordinates (Å):
C1 -2.690 2.634 -0.213  -0.15
O1 -2.554 2.988 1.153  -0.20
C2 -1.307 2.659 1.869  -0.17
C3 -1.072 1.256 2.482  -0.20
N1 -1.015 0.282 1.374  -0.02
C4 -0.971 -1.070 1.849  -0.25
C5 -0.349 -2.087 0.969  -0.22
O2 -1.275 -2.402 -0.083  -0.21
C6 -1.163 -1.789 -1.369  -0.10
H1 -1.813 2.145 -0.637  0.07
H2 -2.766 3.427 -0.957  0.08
H3 -3.526 1.970 -0.432  0.08
H4 -1.408 3.352 2.705  0.11
H5 -0.550 3.057 1.193  0.12
H6 -1.749 1.126 3.326  0.12
H7 -0.148 1.456 3.025  0.11
H8 -1.907 0.373 0.909  0.09
H9 -1.922 -1.557 2.069  0.13
H10 -0.399 -1.188 2.769  0.12
H11 -0.080 -2.994 1.511  0.12
H12 0.627 -1.886 0.526  0.12
H13 -1.212 -0.707 -1.241  0.07
H14 -1.967 -2.180 -1.993  0.09
H15 -0.212 -1.978 -1.866  0.08
C7 7.072 10.201 9.582  -0.09
O3 6.394 8.963 10.009  -0.22
C8 5.814 8.212 8.884  -0.17
C9 5.714 6.687 9.358  -0.18
N2 4.451 6.498 10.078  -0.06
C10 3.382 6.433 9.059  -0.21
C11 2.162 5.635 9.532  -0.19
O4 1.096 5.543 8.540  -0.21
C12 0.138 4.569 8.740  -0.14
H16 7.848 9.975 8.850  0.08
H17 7.518 10.684 10.452  0.08
H18 6.440 10.997 9.189  0.08
H19 6.459 8.304 8.011  0.10
H20 4.899 8.729 8.593  0.11
H21 6.573 6.535 10.011  0.12
H22 5.707 6.081 8.452  0.10
H23 4.497 5.665 10.647  0.10
H24 3.728 5.954 8.143  0.11
H25 3.041 7.427 8.770  0.11
H26 1.664 6.226 10.301  0.12
H27 2.490 4.675 9.931  0.12
H28 0.565 3.591 8.518  0.08
H29 -0.730 4.766 8.112  0.09
H30 -0.141 4.591 9.794  0.08
C13 8.311 15.672 -1.908  -0.06
O5 7.095 14.842 -1.918  -0.15
C14 7.054 14.103 -3.044  -0.33
C15 5.857 13.211 -3.087  -0.22
N3 5.812 12.032 -3.960  -0.06
C16 4.533 11.340 -3.982  -0.23
C17 3.912 10.851 -2.690  -0.26
O6 2.803 10.114 -3.079  -0.18
C18 1.867 9.738 -2.084  -0.10
H31 9.209 15.092 -2.118  0.08
H32 8.529 16.281 -1.030  0.08
H33 8.183 16.449 -2.661  0.08
H34 7.856 13.413 -3.305  0.13
H35 6.919 14.773 -3.893  0.13
H36 4.973 13.835 -3.214  0.13
H37 5.821 12.861 -2.055  0.11
H38 6.427 11.290 -3.660  0.10
H39 4.746 10.583 -4.737  0.12
H40 3.725 11.852 -4.504  0.12
H41 3.682 11.623 -1.955  0.12
H42 4.653 10.231 -2.186  0.12
H43 1.942 10.466 -1.277  0.08
H44 2.140 8.883 -1.466  0.08
H45 0.850 9.561 -2.435  0.09
C19 -1.682 -4.246 -8.597  -0.12
O7 -2.636 -4.850 -7.760  -0.17
C20 -2.743 -6.198 -8.004  -0.27
C21 -3.698 -6.514 -9.138  -0.18
N4 -3.048 -7.243 -10.293  -0.04
C22 -2.701 -8.637 -9.885  -0.21
C23 -3.754 -9.729 -10.071  -0.22
O8 -4.861 -9.458 -9.211  -0.22
C24 -5.606 -10.587 -8.725  -0.08
H46 -1.850 -4.337 -9.670  0.09
H47 -0.670 -4.571 -8.351  0.09
H48 -1.706 -3.176 -8.390  0.09
H49 -3.173 -6.603 -7.088  0.13
H50 -1.785 -6.705 -8.125  0.12
H51 -3.995 -5.541 -9.529  0.11
H52 -4.622 -7.035 -8.885  0.10
H53 -3.641 -7.379 -11.100  0.09
H54 -2.495 -8.676 -8.815  0.11
H55 -1.753 -8.952 -10.322  0.11
H56 -3.293 -10.654 -9.725  0.11
H57 -4.086 -9.898 -11.096  0.12
H58 -4.955 -11.312 -8.235  0.08
H59 -6.067 -11.186 -9.511  0.08
H60 -6.216 -10.049 -8.000  0.09
C25 6.960 -2.057 -0.150  -0.14
O9 5.826 -1.462 0.420  -0.19
C26 6.041 -0.036 0.625  -0.19
C27 5.303 0.840 -0.404  -0.22
N5 5.526 2.252 -0.133  -0.08
C28 4.511 2.807 0.779  -0.18
C29 4.675 4.281 1.299  -0.19
O10 5.908 4.625 1.941  -0.18
C30 6.348 3.585 2.839  -0.11
H61 7.847 -1.902 0.463  0.08
H62 7.136 -1.742 -1.179  0.08
H63 6.831 -3.135 -0.244  0.08
H64 7.103 0.205 0.669  0.12
H65 5.679 0.140 1.638  0.11
H66 4.241 0.622 -0.518  0.11
H67 5.667 0.645 -1.413  0.12
H68 5.474 2.661 -1.056  0.11
H69 4.570 2.158 1.653  0.09
H70 3.591 2.612 0.229  0.11
H71 3.939 4.556 2.054  0.11
H72 4.324 5.086 0.653  0.11
H73 6.749 2.711 2.326  0.07
H74 5.585 3.201 3.515  0.08
H75 7.157 3.872 3.511  0.08
C31 -7.192 -7.008 -0.439  -0.13
O11 -7.508 -8.084 -1.256  -0.18
C32 -6.623 -8.240 -2.294  -0.25
C33 -6.925 -9.543 -3.119  -0.19
N6 -6.373 -10.789 -2.630  -0.05
C34 -7.150 -11.789 -1.887  -0.20
C35 -8.357 -12.355 -2.601  -0.22
O12 -8.135 -13.038 -3.841  -0.20
C36 -7.456 -14.281 -3.816  -0.12
H76 -7.565 -6.125 -0.960  0.08
H77 -6.127 -6.844 -0.279  0.09
H78 -7.714 -6.936 0.515  0.09
H79 -5.547 -8.152 -2.149  0.12
H80 -6.895 -7.345 -2.853  0.12
H81 -6.497 -9.372 -4.106  0.11
H82 -8.012 -9.581 -3.186  0.11
H83 -5.623 -10.408 -2.072  0.10
H84 -7.555 -11.353 -0.974  0.12
H85 -6.557 -12.681 -1.684  0.11
H86 -9.026 -11.524 -2.821  0.11
H87 -8.955 -13.071 -2.037  0.12
H88 -6.384 -14.253 -3.620  0.08
H89 -7.671 -14.687 -4.805  0.09
H90 -7.958 -14.993 -3.161  0.08
C37 3.992 -11.058 2.737  -0.06
O13 3.639 -10.494 1.376  -0.21
C38 3.967 -9.048 1.364  -0.22
C39 3.478 -8.562 0.033  -0.22
N7 4.258 -9.174 -1.050  -0.04
C40 3.764 -8.976 -2.434  -0.20
C41 4.848 -9.115 -3.512  -0.23
O14 5.443 -10.431 -3.371  -0.20
C42 6.838 -10.490 -3.730  -0.10
H91 3.402 -10.610 3.537  0.08
H92 5.063 -10.886 2.841  0.08
H93 3.878 -12.142 2.774  0.08
H94 5.032 -8.837 1.463  0.12
H95 3.493 -8.567 2.220  0.11
H96 3.601 -7.488 -0.105  0.12
H97 2.443 -8.902 -0.009  0.12
H98 4.541 -10.128 -0.880  0.11
H99 3.241 -8.047 -2.660  0.12
H100 3.220 -9.780 -2.928  0.11
H101 5.611 -8.377 -3.264  0.10
H102 4.465 -8.855 -4.500  0.12
H103 7.407 -9.662 -3.307  0.08
H104 6.976 -10.475 -4.811  0.08
H105 7.327 -11.368 -3.309  0.08
C43 -8.383 4.458 8.218  -0.10
O15 -8.078 4.342 6.834  -0.20
C44 -7.484 5.421 6.199  -0.28
C45 -7.518 5.211 4.719  -0.18
N8 -6.752 6.208 3.900  -0.05
C46 -7.626 7.054 3.131  -0.24
C47 -6.943 7.621 1.906  -0.24
O16 -7.823 8.260 0.982  -0.18
C48 -8.183 9.626 1.263  -0.10
H106 -7.408 4.190 8.624  0.09
H107 -9.070 3.754 8.688  0.08
H108 -8.774 5.417 8.560  0.08
H109 -6.480 5.586 6.589  0.12
H110 -8.070 6.306 6.447  0.12
H111 -8.554 5.321 4.399  0.11
H112 -7.065 4.223 4.638  0.12
H113 -6.119 5.651 3.344  0.10
H114 -8.090 7.858 3.701  0.13
H115 -8.351 6.423 2.617  0.12
H116 -6.476 6.830 1.319  0.12
H117 -6.068 8.185 2.229  0.12
H118 -8.909 9.627 2.076  0.08
H119 -8.707 10.102 0.434  0.08
H120 -7.398 10.329 1.543  0.08

Output
E ... -3542.0210 Ha
Multiplicity ... 1
E_HOMO ... -0.30559 Eh
SMILES ... COCCNCCOC.COCCNCCOC.COCCNCCOC.COCCNCCOC.COCCNCCOC.COCCNCCOC.COCCNCCOC.COCCNCCOC
HOMO-LUMO gap ... 8.643 eV
Relative energy (zero: lowest compared OMol25 entry of this formula, charge and spin) ... 910.5 kJ/mol

---

Q: Among the records above, which one has the lowest E?
A: C48H120N8O16